# 1
Density functional theory data (wB97M-V/def2-TZVPD) for 2 unconnected molecules or ions with the total composition CH4NOP.

Results
- orbital gap (alpha / beta) (eV) = 8.5 / 7.0
- spin multiplicity = 1

Last column: Mulliken charge in e.
Element x y z (Å)
C: -0.684 -0.313 1.485  -0.33
N: -0.193 -0.131 0.342  -0.09
O: 0.621 0.801 0.140  -0.39
P: 1.260 0.594 -2.180  0.10
H: -1.452 -1.191 1.670  0.20
H: -0.528 0.162 2.395  0.32
H: -0.103 0.798 -2.151  0.08
H: 1.079 -0.720 -1.701  0.09

---

# 2
Density functional theory data (wB97M-V/def2-TZVPD) for a single CH4NOP molecule.

Results
- orbital gap (eV) = 9.4
- spin multiplicity = 1

Last column: Mulliken charge in e.
Element x y z (Å)
C: -0.969 0.270 0.100  -0.71
N: 0.353 -0.375 0.047  -0.09
P: 1.664 0.488 0.412  0.31
O: 2.807 -0.590 -0.194  -0.59
H: -0.927 1.434 -0.067  0.26
H: -1.703 -0.076 -0.784  0.26
H: -1.575 0.047 1.009  0.25
H: 0.349 -1.197 -0.523  0.31

---

# 3
Density functional theory data (wB97M-V/def2-TZVPD) for a single CH4NP molecule.

Results
- orbital gap (alpha / beta) (eV) = 6.5 / 6.7
- spin multiplicity = 3

Last column: Mulliken charge in e.
Element x y z (Å)
C: -0.295 0.017 0.534  -0.22
N: 0.368 0.890 1.060  -0.48
P: 0.658 -0.985 -0.649  -0.03
H: -1.399 -0.062 0.560  0.41
H: -0.244 1.474 1.621  0.26
H: 1.091 0.008 -1.421  0.02
H: -0.178 -1.342 -1.704  0.04

---

# 4
Density functional theory data (wB97M-V/def2-TZVPD) for a molecular structure, CH4NP3.

Results
- orbital gap (eV) = 7.5
- spin multiplicity = 1

Last column: Mulliken charge in e.
Element x y z (Å)
C: -0.152 1.758 1.334  0.20
N: 0.217 2.828 1.547  -0.32
P: -0.556 0.028 0.748  -0.06
P: 0.460 -0.919 -1.725  -0.20
P: 0.416 -1.876 0.247  -0.03
H: -1.449 0.663 -0.071  0.13
H: -1.722 -0.037 1.639  0.13
H: 1.731 -0.395 -1.494  0.08
H: 1.056 -2.050 -2.225  0.07

---

# 5
Density functional theory data (wB97M-V/def2-TZVPD) for a single CH4NP3S molecule.

Results
- orbital gap (eV) = 7.4
- spin multiplicity = 1

Last column: Mulliken charge in e.
Element x y z (Å)
C: 1.697 0.477 -0.420  -1.03
P: 0.211 0.418 0.929  0.16
N: -0.888 1.413 0.244  -0.24
P: -2.331 1.142 -0.328  0.28
S: -2.418 -0.996 -0.513  -0.23
P: -0.583 -1.758 0.394  -0.07
H: 1.534 1.369 -0.934  0.33
H: 1.524 -0.321 -1.033  0.37
H: 2.573 0.385 0.110  0.33
H: -1.319 -2.129 1.552  0.10

---

# 6
Density functional theory data (wB97M-V/def2-TZVPD) for a single CH4NPS2 molecule.

Results
- orbital gap (eV) = 9.0
- spin multiplicity = 1

Last column: Mulliken charge in e.
Element x y z (Å)
N: 1.753 -0.847 -0.122  -0.43
C: 0.603 -0.198 -0.047  0.51
S: 0.676 1.403 -0.061  -0.46
S: -1.025 -1.052 -0.053  -0.15
P: -2.547 0.403 -0.074  -0.02
H: 2.528 -0.198 0.001  0.19
H: 1.973 -1.812 -0.010  0.21
H: -1.763 1.218 -0.848  0.06
H: -2.198 1.083 1.214  0.09

---

# 7
Density functional theory data (wB97M-V/def2-TZVPD) for 2 unconnected molecules or ions with the total composition CH4NS.

Results
- total charge = -1
- orbital gap (eV) = 7.1
- spin multiplicity = 1

Last column: Mulliken charge in e.
Element x y z (Å)
S: -1.782 1.979 -0.046  -0.88
H: -1.585 2.732 -1.144  -0.06
C: 0.308 -0.820 0.313  -0.11
N: 1.242 -1.670 0.132  -0.57
H: -0.584 -1.180 0.828  0.26
H: 0.252 0.163 -0.161  0.14
H: 2.150 -1.204 0.079  0.22

---

# 8
Density functional theory data (wB97M-V/def2-TZVPD) for 2 unconnected molecules or ions with the total composition CH4O2.

Results
- orbital gap (eV) = 7.9
- spin multiplicity = 1

Last column: Mulliken charge in e.
Element x y z (Å)
O: 3.205 0.622 -0.001  0.00
O: 3.308 -0.604 -0.001  0.00
C: -1.315 -0.015 0.001  -0.87
H: -0.534 -0.777 -0.021  0.20
H: -1.690 0.076 1.022  0.23
H: -2.102 -0.249 -0.713  0.23
H: -0.872 0.946 -0.287  0.22

---

# 9
Density functional theory data (wB97M-V/def2-TZVPD) for a single CH4O2P2 molecule.

Results
- orbital gap (eV) = 9.5
- spin multiplicity = 1

Last column: Mulliken charge in e.
Element x y z (Å)
O: 1.910 2.578 -1.067  -0.45
P: 1.479 1.197 -1.014  0.42
O: 0.159 1.288 -0.073  -0.24
C: -0.581 0.097 0.522  -0.22
P: -0.119 -1.296 -0.503  -0.18
H: -0.366 -0.132 1.588  0.27
H: -1.604 0.530 0.511  0.25
H: -1.252 -2.143 -0.678  0.07
H: 0.373 -2.120 0.714  0.07

---

# 10
Density functional theory data (wB97M-V/def2-TZVPD) for 2 unconnected molecules or ions with the total composition CH4O2S.

Results
- orbital gap (eV) = 10.9
- spin multiplicity = 1

Last column: Mulliken charge in e.
Element x y z (Å)
C: -1.625 0.184 -0.063  -1.16
O: 3.073 -1.554 0.246  -0.37
O: 2.521 0.868 0.352  -0.35
S: 2.417 -0.400 -0.284  0.72
H: -1.417 0.146 0.927  0.35
H: -1.065 -0.630 -0.291  0.27
H: -2.659 0.274 -0.421  0.28
H: -1.244 1.112 -0.466  0.27

---

# 11
Density functional theory data (wB97M-V/def2-TZVPD) for 2 unconnected molecules or ions with the total composition CH4O2S.

Results
- orbital gap (eV) = 10.5
- spin multiplicity = 1

Last column: Mulliken charge in e.
Element x y z (Å)
O: -2.944 0.518 -0.368  -0.45
C: -1.899 1.065 -0.271  0.26
O: -1.460 2.151 -0.965  -0.41
H: -1.098 0.804 0.430  0.28
H: -2.174 2.435 -1.550  0.32
S: 2.843 -1.761 0.724  -0.27
H: 1.624 -1.790 1.281  0.13
H: 2.408 -0.592 0.188  0.14

---

# 12
Density functional theory data (wB97M-V/def2-TZVPD) for 2 unconnected molecules or ions with the total composition CH4O3.

Results
- orbital gap (eV) = 7.6
- spin multiplicity = 1

Last column: Mulliken charge in e.
Element x y z (Å)
O: 0.515 -1.325 1.089  -0.52
H: -0.145 -0.604 0.448  0.44
H: 0.223 -2.258 0.443  0.49
H: 1.442 -1.060 1.020  0.41
O: -0.609 0.875 0.406  -0.71
C: -0.503 1.327 -0.792  0.27
O: -1.076 2.329 -1.155  -0.54
H: 0.154 0.715 -1.459  0.16

---

# 13
Density functional theory data (wB97M-V/def2-TZVPD) for 2 unconnected molecules or ions with the total composition CH4O3.

Results
- orbital gap (alpha / beta) (eV) = 7.7 / 7.7
- spin multiplicity = 1

Last column: Mulliken charge in e.
Element x y z (Å)
C: -0.854 -0.122 -0.099  -0.40
O: 2.734 0.479 0.003  -0.18
O: 0.253 -0.717 0.360  -0.33
O: 1.621 0.849 0.582  -0.16
H: -0.718 0.372 -1.074  0.22
H: -1.311 0.566 0.628  0.22
H: -1.572 -0.946 -0.263  0.26
H: 3.259 -0.044 0.650  0.36

---

# 14
Density functional theory data (wB97M-V/def2-TZVPD) for 2 unconnected molecules or ions with the total composition CH4O3S.

Results
- orbital gap (eV) = 8.8
- spin multiplicity = 1

Last column: Mulliken charge in e.
Element x y z (Å)
C: -0.225 0.353 -0.005  0.16
O: -0.800 0.411 -1.215  -0.34
O: -0.425 1.419 0.771  -0.39
O: -0.318 -0.796 0.706  -0.18
S: -0.194 -2.206 -0.159  -0.13
H: 1.619 0.461 -0.359  0.04
H: -1.055 -0.480 -1.516  0.27
H: -0.403 2.223 0.236  0.37
H: 1.131 -2.102 -0.413  0.20

---

# 15
Density functional theory data (wB97M-V/def2-TZVPD) for 2 unconnected molecules or ions with the total composition CH4OS.

Results
- orbital gap (eV) = 10.5
- spin multiplicity = 1

Last column: Mulliken charge in e.
Element x y z (Å)
C: -1.309 -1.366 -1.549  -0.13
O: -0.770 -0.392 -1.870  -0.33
H: -2.287 -1.342 -1.053  0.23
H: -0.830 -2.272 -1.914  0.23
S: 2.173 1.459 1.824  -0.31
H: 0.838 1.260 1.896  0.15
H: 2.185 2.653 2.667  0.16

---

# 16
Density functional theory data (wB97M-V/def2-TZVPD) for 2 unconnected molecules or ions with the total composition CH4OS2.

Results
- orbital gap (eV) = 8.7
- spin multiplicity = 1

Last column: Mulliken charge in e.
Element x y z (Å)
H: -1.158 -0.116 -0.078  0.02
H: -1.172 -0.067 0.642  0.01
O: 1.550 -2.130 -0.316  -0.33
S: 1.453 -1.175 0.930  0.23
C: 1.452 0.325 0.170  -0.21
S: 1.378 0.507 -1.455  -0.36
H: 1.692 -1.616 -1.099  0.29
H: 1.145 1.186 0.835  0.36

---

# 17
Density functional theory data (wB97M-V/def2-TZVPD) for a single CH4OS2 molecule.

Results
- orbital gap (alpha / beta) (eV) = 5.3 / 7.1
- spin multiplicity = 3

Last column: Mulliken charge in e.
Element x y z (Å)
C: 0.420 0.682 -0.448  -0.29
O: -0.274 1.264 -1.489  -0.48
S: -0.706 -1.725 0.996  -0.29
S: -0.415 0.220 1.319  -0.08
H: 0.733 -0.343 -0.624  0.31
H: -1.268 0.949 -1.563  0.36
H: 1.437 1.157 -0.074  0.28
H: 0.072 -2.205 1.882  0.18

---

# 18
Density functional theory data (wB97M-V/def2-TZVPD) for a molecular structure, CH4OTl.

Results
- total charge = +3
- orbital gap (eV) = 5.8
- spin multiplicity = 1

Last column: Mulliken charge in e.
Element x y z (Å)
Tl: 1.837 1.626 0.786  1.82
C: -0.316 -0.431 -0.438  -0.24
O: 0.319 0.185 0.664  -0.24
H: 0.443 -0.881 -1.078  0.33
H: -1.009 -1.202 -0.101  0.39
H: -0.882 0.245 -1.080  0.40
H: -0.392 0.459 1.248  0.53

---

# 19
Density functional theory data (wB97M-V/def2-TZVPD) for a molecular structure, CH5B4IO4Yb.

Results
- total charge = +2
- orbital gap (eV) = 4.9
- spin multiplicity = 1

Last column: Mulliken charge in e.
Element x y z (Å)
C: -0.891 0.196 -1.566  -0.64
B: -1.326 -0.512 -0.139  0.33
O: -2.622 -0.960 -0.018  -0.43
B: -0.131 -0.573 1.044  0.00
O: 0.843 -1.609 0.998  -0.35
B: 2.077 -0.891 0.842  0.56
O: 2.371 0.010 1.905  -0.31
B: 1.298 0.940 1.843  0.33
I: 1.716 3.001 1.330  0.00
O: -0.015 0.416 2.057  -0.26
H: -0.078 0.967 -1.342  0.34
H: -1.812 0.627 -2.094  0.23
H: -0.415 -0.628 -2.199  0.38
H: -2.747 -1.254 0.892  0.35
H: 2.748 -0.978 -0.130  -0.06
Yb: -1.015 1.249 -3.424  1.52

---

# 20
Density functional theory data (wB97M-V/def2-TZVPD) for 2 unconnected molecules or ions with the total composition CH5BS.

Results
- orbital gap (eV) = 10.7
- spin multiplicity = 1

Last column: Mulliken charge in e.
Element x y z (Å)
B: -0.676 -0.394 -0.085  0.17
C: 0.818 -0.243 0.462  -0.83
S: -0.859 -0.938 -1.711  -0.25
H: -1.736 0.306 0.813  -0.07
H: 1.608 -0.160 -0.294  0.25
H: 1.063 -0.703 1.337  0.34
H: 0.553 0.775 0.806  0.25
H: -2.172 -1.239 -1.715  0.14

---

The records above yield strongest force on any atom values of 4.78 8.22 8.37 2.97 4.23 2.21 2.20 2.56 3.46 3.80 1.49 6.26 3.42 4.00 4.74 2.57 7.21 4.39 8.08 4.35 eV/A, respectively.
The records above yield relative energy (zero: lowest compared OMol25 entry of this formula, charge and spin) values of 529.7 107.7 225.7 190.6 1.2 6.1 57.5 431.5 167.1 103.0 19.0 294.5 740.2 382.1 68.6 156.4 319.7 206.9 0.0 107.0 kJ/mol, respectively.